Formula: C23H28N8W
Source: the OMol25 dataset
Level of theory: wB97M-V/def2-TZVPD

```
! RIJCOSX wB97M-V def2-TZVPD def2/J DEFGRID3
* xyz 4 1
W -0.302 -1.046 -0.405
N 0.904 -2.136 0.802
H -1.575 3.980 2.139
C -2.480 -2.113 -2.101
H 4.800 -1.872 4.297
C 3.579 -3.086 3.037
H -3.405 3.326 -2.771
H 1.034 -0.414 -1.599
N -0.770 2.124 1.577
H 2.837 0.611 -0.225
C 0.972 0.733 -1.292
H -1.763 -3.218 0.310
H 3.008 1.183 -1.891
C -2.660 0.115 -2.203
H 3.143 2.993 -0.050
H 0.436 -4.445 -1.157
C 1.111 4.134 1.202
C -3.610 -0.453 -3.042
H -4.008 -2.544 -3.422
C 2.378 1.222 -1.003
H -1.246 -3.798 -2.493
C -1.915 -3.432 -1.711
H 1.229 3.274 3.170
N 1.858 -4.028 1.435
H 0.483 4.863 3.111
C -0.826 3.283 2.514
H -5.065 2.294 -4.244
H 2.033 3.343 -1.372
N 1.130 2.841 0.446
H -2.683 -4.186 -1.530
N -1.923 -0.962 -1.602
H 4.035 -4.025 3.320
C 3.380 -0.671 3.222
C 0.922 -3.503 0.694
H -5.237 -0.178 -4.448
H -1.499 1.427 1.622
C 2.336 -0.611 2.311
C -0.044 -4.181 -0.212
C 3.995 -1.881 3.575
C 0.551 3.907 2.593
H 3.728 0.241 3.688
N -3.451 -1.850 -2.930
H -0.464 -5.086 0.230
H 0.493 1.182 -2.166
H 1.853 0.331 2.088
C 0.174 1.973 0.675
N 0.147 0.788 -0.097
C -4.396 1.659 -3.679
H 2.137 4.491 1.233
C -2.564 1.491 -2.075
C -4.503 0.284 -3.801
C -3.445 2.247 -2.835
C 2.540 -3.005 2.126
N -1.109 -3.163 -0.479
C 2.227 2.666 -0.539
H 0.518 4.845 0.624
H 2.056 -5.022 1.516
H -1.155 2.896 3.475
C 1.934 -1.813 1.750
H -1.860 1.975 -1.410
*
```

Computed properties:
- HOMO (spin up / spin down) (hartree) = -0.74793 / -0.74736
- LUMO energy (spin up / spin down) (eV) = -14.160 / -14.209
- frontier orbital gap (spin up / spin down) (eV) = 6.19 / 6.13
- E (Ha) = -1396.9420

Results of the Löwdin charge analysis, in e, for atoms 1 through 2: W 1.7457; N -0.0559